(1)
Molecular formula: C12H16N4O2
Method: DFT, ωB97M-V with the def2-TZVPD basis set

- Multiplicity: 1
- Charge: 0
- E_LUMO: 0.267 eV
- SMILES string: C[C@@]12C=NN[C@]1(C)C(=O)[C@@]1(C)CN=N[C@]1(C)C2=O
- Highest occupied orbital energy: -0.31844 Ha
- Gap between HOMO and LUMO: 8.932 eV

CARTESIAN COORDINATES (ANGSTROEM)
O: -2.6089 -0.9363 0.0917
O: 2.2190 1.4092 -0.1716
N: -1.7610 2.8806 -1.3952
N: -2.2322 1.7040 -1.2926
N: 0.5391 -1.1091 2.8361
C: -1.4618 -0.4926 0.0013
C: 1.1472 0.8094 0.0025
C: -0.4874 -1.4318 2.1013
N: 1.5287 -0.8507 1.9532
C: -0.8230 0.1329 -2.2426
C: -0.3412 -2.7268 -0.0072
C: 2.1813 -1.4994 -0.2457
C: -0.5063 2.0850 1.2963
C: -0.3156 2.9044 -1.0403
C: -1.2135 0.7310 -0.8743
C: -0.2863 -1.3013 0.5897
C: 1.1442 -0.6725 0.5576
C: -0.1622 1.6205 -0.1493
H: -1.4389 -1.7057 2.5352
H: 2.4143 -0.4067 2.2648
H: -1.7469 -0.1573 -2.7511
H: -0.2500 0.8555 -2.8770
H: -0.2356 -0.7683 -2.1028
H: -1.3087 -3.1832 0.1342
H: 0.3567 -3.4162 0.5103
H: -0.0959 -2.7147 -1.0662
H: 3.1412 -0.9989 -0.1344
H: 1.8841 -1.5896 -1.3097
H: 2.2866 -2.5038 0.1114
H: -1.5251 2.5531 1.3636
H: 0.1757 2.8488 1.6811
H: -0.4752 1.2962 2.0449
H: 0.2599 2.8680 -1.9616
H: -0.0025 3.7662 -0.4535

Charges per atom according to natural (NBO) partitioning, unit e:
1. O -0.524
2. O -0.539
3. N -0.095
4. N -0.092
5. N -0.169
6. C 0.638
7. C 0.624
8. C -0.002
9. N -0.466
10. C -0.609
11. C -0.594
12. C -0.603
13. C -0.630
14. C -0.299
15. C -0.065
16. C -0.229
17. C 0.012
18. C -0.161
19. H 0.221
20. H 0.399
21. H 0.252
22. H 0.227
23. H 0.209
24. H 0.242
25. H 0.224
26. H 0.210
27. H 0.235
28. H 0.206
29. H 0.225
30. H 0.236
31. H 0.233
32. H 0.228
33. H 0.228
34. H 0.226

***

(2)
Molecular formula: C5H12N
Method: DFT, ωB97M-V with the def2-TZVPD basis set

- Multiplicity: 2
- Charge: 0
- E_LUMO (alpha / beta): 0.691 / 0.330 eV
- Highest occupied orbital energy (alpha / beta): -0.15957 / -0.27228 Ha
- Gap between HOMO and LUMO (alpha / beta): 5.034 / 7.739 eV

CARTESIAN COORDINATES (ANGSTROEM)
C: -2.4152 -0.5747 0.2434
C: -1.7258 0.3613 -0.7286
C: -0.5001 1.0532 -0.1439
C: 0.7933 0.3324 -0.4394
C: 1.8829 0.3545 0.4091
N: 2.7518 -0.8638 0.4625
H: -1.7582 -1.3984 0.5451
H: -3.2819 -1.0542 -0.2160
H: -2.7291 -0.0471 1.1477
H: -2.4571 1.1386 -1.0020
H: -1.5068 -0.1185 -1.6717
H: -0.6151 1.0884 0.9387
H: -0.4167 2.1111 -0.4198
H: 0.8079 -0.0510 -1.4627
H: 2.2588 1.1579 1.0261
H: 3.7307 -0.6148 0.3094
H: 2.4732 -1.4457 -0.3253
H: 2.7073 -1.4291 1.3274

Charges per atom according to natural (NBO) partitioning, unit e:
1. C -0.601
2. C -0.390
3. C -0.432
4. C -0.386
5. C -0.371
6. N -0.725
7. H 0.198
8. H 0.202
9. H 0.199
10. H 0.189
11. H 0.194
12. H 0.193
13. H 0.187
14. H 0.164
15. H 0.182
16. H 0.406
17. H 0.422
18. H 0.369

***

(3)
Molecular formula: C16H27AuN2
Method: DFT, ωB97M-V with the def2-TZVPD basis set

- Multiplicity: 3
- Charge: +2
- E_LUMO (alpha / beta): -6.829 / -9.217 eV
- Highest occupied orbital energy (alpha / beta): -0.53832 / -0.55642 Ha
- Gap between HOMO and LUMO (alpha / beta): 7.819 / 5.924 eV

CARTESIAN COORDINATES (ANGSTROEM)
C: 1.4286 2.4990 -1.2328
H: 2.2228 2.9321 -0.5638
H: 1.8977 2.4045 -2.1830
H: 1.2051 0.9777 1.3647
C: 0.2971 3.4742 -1.2155
H: -0.6398 3.0014 -1.4673
H: 0.1450 3.8108 -0.1972
C: 0.6183 4.6641 -2.1381
H: -0.2515 5.3202 -2.2991
H: 1.4606 5.2061 -1.6809
H: 0.9526 4.2581 -3.1109
C: -0.9632 -2.1350 -0.1447
C: -1.5758 -1.2023 -1.0329
C: -0.5911 -0.6807 -1.8732
C: 0.7164 -1.2250 -1.4424
C: 0.4032 -2.2190 -0.4410
C: 1.3385 -3.2071 0.1278
C: 1.8369 -1.3836 -2.3979
C: -0.8277 0.1707 -3.0542
C: -3.0332 -0.9831 -1.1403
C: -1.7085 -3.0348 0.7627
Au: 1.2723 0.7479 -0.3835
H: 2.7409 -1.7383 -1.8850
H: 1.5819 -2.1349 -3.1621
H: 2.0707 -0.4452 -2.9203
H: 2.3809 -2.9727 -0.1223
H: 1.2510 -3.2933 1.2254
H: 1.1218 -4.2067 -0.2820
H: -2.5956 -2.5226 1.1653
H: -2.0623 -3.9530 0.2552
H: -1.0900 -3.3467 1.6184
H: -3.2484 -0.0952 -1.7353
H: -3.5451 -1.8357 -1.6031
H: -3.4679 -0.8327 -0.1476
H: 0.0279 0.8221 -3.2940
H: -1.0375 -0.4494 -3.9507
H: -1.7259 0.8012 -2.9136
N: 0.5862 -0.2998 2.8260
C: -0.0543 -0.0538 3.9802
C: -0.8165 1.0978 3.7812
C: -0.5784 1.5464 2.4815
N: 0.3609 0.6973 1.9528
H: 1.2119 -1.0165 2.5594
H: 0.1484 -0.6405 4.8290
H: -1.4198 1.5608 4.5227
H: -1.0788 2.3395 1.9300

Charges per atom according to natural (NBO) partitioning, unit e:
1. C -0.607
2. H 0.240
3. H 0.224
4. H 0.388
5. C -0.438
6. H 0.200
7. H 0.197
8. C -0.598
9. H 0.243
10. H 0.222
11. H 0.211
12. C -0.012
13. C 0.081
14. C 0.180
15. C -0.130
16. C 0.138
17. C -0.695
18. C -0.675
19. C -0.706
20. C -0.677
21. C -0.669
22. Au 0.542
23. H 0.243
24. H 0.258
25. H 0.249
26. H 0.248
27. H 0.239
28. H 0.288
29. H 0.245
30. H 0.272
31. H 0.231
32. H 0.243
33. H 0.277
34. H 0.250
35. H 0.252
36. H 0.287
37. H 0.255
38. N -0.286
39. C 0.085
40. C -0.283
41. C 0.065
42. N -0.347
43. H 0.440
44. H 0.269
45. H 0.283
46. H 0.277

***

(4)
Molecular formula: C4H7IN
Method: DFT, ωB97M-V with the def2-TZVPD basis set

- Multiplicity: 1
- Charge: +1
- E_LUMO (alpha / beta): -6.186 / -6.133 eV
- Highest occupied orbital energy (alpha / beta): -0.48901 / -0.48897 Ha
- Gap between HOMO and LUMO (alpha / beta): 7.121 / 7.172 eV

CARTESIAN COORDINATES (ANGSTROEM)
C: 2.3848 0.4902 -0.8574
C: -1.4720 -1.8142 -0.0447
C: 0.0762 0.2117 -0.0467
C: -0.8235 1.2035 0.6747
N: 1.2037 0.5754 -0.3747
I: 4.0671 -0.2177 0.1206
H: 2.3841 0.9349 -1.9322
H: -2.1811 -1.2254 0.3605
H: -0.9435 -2.4836 0.5254
H: -1.5162 -2.1819 -1.0030
H: -0.9837 2.0681 -0.1129
H: -0.4256 1.4955 1.6827
H: -1.7704 0.9434 1.0077

Charges per atom according to natural (NBO) partitioning, unit e:
1. C -0.029
2. C -0.178
3. C 0.362
4. C -0.725
5. N -0.405
6. I 0.372
7. H 0.265
8. H 0.184
9. H 0.191
10. H 0.195
11. H 0.265
12. H 0.267
13. H 0.237